The following is a DFT calculation (wB97M-V/def2-TZVPD) of a structure of composition C20H48F6N6O7P2V.

Values from the calculation:
2S+1: 3
Relative energy (zero: lowest compared OMol25 entry of this formula, charge and spin): 1.08 kcal/mol
Net charge: -1
E_LUMO (alpha / beta): 2.484 / 2.483 eV
Kohn-Sham gap (alpha / beta): 4.76 / 7.55 eV

Last column: Löwdin spin population.
Positions of all 90 atoms, in Å:
P (-3.206, 1.506, -0.776)  0.0037
H (-1.297, 1.624, -4.244)  0.0000
H (3.850, 0.165, 2.249)  0.0001
C (2.986, -3.962, -1.854)  0.0002
H (1.931, -3.724, -1.719)  0.0000
C (-2.891, 4.360, -1.365)  0.0000
C (-5.226, 2.509, -2.550)  0.0003
N (-4.122, 1.535, -2.247)  0.0013
C (0.147, 0.343, 3.372)  0.0053
H (1.213, 0.253, 3.582)  0.0006
O (-0.674, -2.146, -0.671)  -0.1616
H (-1.074, -2.800, 6.177)  0.0000
H (-0.220, 3.597, -0.552)  0.0000
N (3.634, -2.813, -1.223)  0.0009
H (-5.762, 0.712, 1.636)  0.0000
C (-1.099, 3.180, -0.061)  0.0003
H (0.249, 4.278, -4.793)  0.0000
H (5.361, -1.884, -2.097)  0.0000
H (-3.839, 4.559, -0.866)  0.0000
H (1.961, -4.960, 2.783)  0.0000
H (-3.257, 1.952, 2.366)  0.0000
H (3.096, -3.923, 3.325)  0.0000
C (2.405, -4.010, 2.486)  0.0002
C (-3.760, 0.564, -3.336)  0.0001
N (3.076, -3.879, 1.185)  0.0020
H (-0.720, 2.235, 0.326)  0.0003
H (-2.805, 4.289, -2.449)  0.0000
H (-3.420, 3.379, 1.530)  0.0000
O (-0.475, -0.582, 4.277)  0.0003
H (0.571, -0.174, 6.032)  0.0000
O (1.798, -1.604, 0.357)  0.0306
V (-0.249, -0.742, -0.038)  2.0197
H (3.190, -4.916, -1.369)  0.0000
C (0.246, -1.036, 5.449)  0.0001
H (-0.465, -1.890, 7.364)  0.0000
F (-0.003, 2.206, 4.935)  0.0005
C (4.189, -0.039, 1.233)  0.0001
F (-1.939, 1.520, 4.211)  0.0001
O (-2.446, 0.283, -0.522)  0.0209
H (1.591, -3.297, 2.619)  0.0001
N (-4.350, 1.787, 0.533)  0.0010
C (5.590, -1.983, 1.643)  0.0005
C (-0.540, 2.348, -3.942)  0.0002
H (-1.364, 3.849, -5.415)  0.0000
H (-0.030, 2.972, -6.013)  0.0000
H (-5.387, 0.042, 0.011)  0.0001
H (3.354, 0.166, 0.564)  0.0002
H (3.823, -0.955, -2.065)  0.0001
C (4.279, -1.934, -2.215)  0.0001
H (6.487, -1.365, 1.679)  0.0002
C (4.243, -4.759, 1.043)  0.0006
C (-0.662, 1.684, 3.831)  0.0010
H (-6.347, 1.438, 0.170)  0.0000
C (-5.478, 0.948, 0.610)  0.0001
H (-1.278, 3.689, 0.887)  0.0000
P (3.117, -2.361, 0.329)  0.0087
F (-0.714, -0.971, -4.268)  0.0000
H (5.134, 0.501, 1.188)  0.0000
H (5.289, -2.093, 2.685)  0.0000
H (-0.999, 2.670, -3.007)  0.0001
N (-2.374, 3.046, -0.827)  0.0002
H (-2.981, -0.185, -3.196)  0.0000
H (1.920, 0.224, -2.867)  0.0004
H (5.851, -2.872, 1.070)  0.0000
H (4.209, -2.135, -3.284)  0.0000
C (0.520, -0.790, -3.929)  0.0001
F (-0.692, 2.648, 2.965)  0.0000
H (-3.689, 1.046, -4.311)  0.0000
H (1.097, -1.712, 5.363)  0.0000
F (1.262, -0.941, -4.987)  0.0001
H (-1.739, -1.312, 6.188)  0.0000
N (4.382, -1.464, 0.969)  0.0020
H (-5.955, 2.194, -3.296)  0.0000
C (-0.395, 3.457, -5.107)  0.0001
H (-4.689, 0.002, -3.233)  0.0000
H (-4.829, 2.716, 2.534)  0.0001
C (-4.019, 2.520, 1.831)  0.0002
O (-0.171, -0.023, 2.022)  0.0231
H (3.839, -5.751, 1.248)  0.0001
H (4.639, -4.915, 0.040)  0.0000
C (0.871, 0.440, -3.072)  0.0037
H (4.975, -4.429, 1.780)  0.0000
H (-5.705, 2.767, -1.605)  0.0000
H (-2.349, 5.231, -0.995)  0.0000
O (0.737, 1.669, -3.865)  0.0012
H (3.087, -4.051, -2.936)  0.0000
F (0.856, -1.963, -3.244)  0.0001
H (-4.820, 3.499, -2.756)  0.0000
O (0.206, 0.511, -1.829)  0.0291
C (-0.757, -1.767, 6.321)  0.0000

---

The following is a DFT calculation (wB97M-V/def2-TZVPD) of a structure of composition C54H45F3N5O10SSbSr.

Values from the calculation:
Relative energy (zero: lowest compared OMol25 entry of this formula, charge and spin): 20.27 kcal/mol
Net charge: -2
E_LUMO: 3.228 eV
Kohn-Sham gap: 5.05 eV

Last column: Mulliken charge in e.
Positions of all 120 atoms, in Å:
H (-5.833, -1.380, 0.584)  0.3177
C (5.374, -6.048, -0.493)  -1.3699
C (-5.866, 1.534, -3.222)  0.3339
Sr (0.331, 1.050, -0.245)  0.4278
C (0.877, -2.495, -3.397)  -0.7103
S (6.657, -0.485, 1.517)  1.3264
N (5.556, 0.505, 0.867)  0.0825
H (-5.500, 1.174, 4.803)  0.4229
H (3.104, -2.446, 6.269)  0.3850
O (0.055, -1.093, 1.115)  0.0132
H (5.531, -1.138, -1.524)  0.1236
C (-4.153, 0.024, -2.555)  -0.1915
C (-3.445, 4.211, -2.267)  0.3280
C (-5.751, -0.811, 1.504)  -0.1636
C (4.883, -0.268, -1.418)  -0.5518
C (5.729, -4.690, 0.050)  1.0025
C (0.985, -2.600, -2.029)  -1.1624
C (-5.152, 1.487, -0.958)  -0.7307
C (2.511, 5.159, 0.636)  -0.7775
H (6.231, -6.519, -0.975)  0.3540
H (-4.899, 0.204, -4.581)  0.4351
H (3.136, 5.998, 0.360)  0.4302
F (-2.824, -6.375, 0.416)  -0.3946
C (-0.774, -0.812, -3.080)  -0.6442
C (-3.035, -4.410, -0.862)  -0.6643
H (4.572, -5.965, -1.228)  0.2720
O (-0.247, 2.521, -2.426)  -0.7310
H (-2.696, -2.347, 2.380)  0.2245
O (-1.618, 2.803, -0.683)  -0.7782
O (3.324, -1.941, -0.761)  -0.5887
O (6.434, -0.461, 2.939)  -0.6720
C (-4.500, 0.609, 2.967)  -0.3495
C (-2.759, -4.301, 1.533)  -0.6330
H (-3.437, -0.737, -2.830)  0.3895
H (4.975, 1.745, -0.658)  0.0897
C (-4.233, 0.474, -1.241)  0.3629
C (-6.819, -0.809, 2.389)  -0.7247
C (-4.193, 4.778, -4.510)  -0.4610
C (-2.987, -2.257, 0.249)  0.3482
N (-5.571, 5.409, -2.583)  1.1917
C (-0.401, -0.695, 3.925)  -0.0987
H (4.360, -2.174, 1.858)  0.3457
C (1.434, -1.676, 5.173)  -0.8992
H (1.496, -3.105, -4.045)  0.4241
H (-6.692, 2.803, -1.711)  0.4815
H (7.672, -4.630, -0.857)  0.2856
H (1.553, 5.761, 2.581)  0.4386
C (-2.875, -5.018, 0.362)  0.3606
C (0.106, 3.167, 2.642)  -0.8589
H (5.019, -6.708, 0.300)  0.3466
C (6.321, -2.138, 0.972)  -0.1350
H (-0.602, 2.506, 2.127)  -0.1056
H (1.646, 0.591, 2.646)  0.7677
C (-5.981, 2.018, -1.936)  -0.5608
C (1.013, -0.814, 4.163)  0.4264
C (-5.558, 0.627, 3.871)  -0.5904
F (-6.663, 2.052, -4.191)  -0.4498
C (1.687, 5.039, 1.786)  -1.0467
O (0.446, -3.237, 0.589)  -0.8232
C (4.812, -3.988, 0.826)  -0.8969
C (-4.357, 4.785, -3.134)  -0.5040
N (1.473, 3.152, 0.553)  1.0385
H (3.904, 4.053, -1.564)  0.4160
C (0.252, -2.056, 0.311)  0.8803
C (-2.311, 3.615, -2.799)  0.1567
N (-0.680, -0.912, -1.746)  1.2921
C (2.779, -1.762, 5.495)  -0.5713
O (7.940, -0.124, 0.975)  -0.7944
C (2.341, 3.990, -0.086)  -0.0850
C (-4.580, -0.104, 1.776)  -0.2376
H (-1.455, -0.054, -3.448)  0.1352
O (2.719, 0.208, -0.558)  0.6978
C (1.941, -0.042, 3.469)  0.5355
C (5.102, -2.719, 1.289)  -0.0365
H (8.189, -2.338, -0.041)  0.4780
C (-1.299, 2.937, -1.887)  0.4283
H (-7.731, -1.356, 2.190)  0.4244
C (-4.965, 0.548, -3.557)  -0.9800
C (-3.083, -3.021, -0.908)  -0.1386
C (5.532, 0.815, -0.568)  -0.9176
H (-3.181, -2.551, -1.876)  0.0903
O (-6.353, 5.930, -3.361)  -0.6863
N (-1.545, -0.594, 3.865)  -0.5469
H (-2.599, -4.817, 2.470)  0.4333
H (0.596, 2.575, 3.424)  0.1581
H (1.676, -3.267, -1.540)  0.6551
H (4.756, -1.013, 5.071)  0.4706
C (-6.694, -0.084, 3.559)  0.3859
C (-2.815, -2.917, 1.466)  -0.3638
H (3.836, -4.411, 1.029)  0.4063
C (-0.030, -1.585, -3.942)  -1.2224
C (0.182, -1.790, -1.220)  1.0774
C (-3.058, 4.176, -5.027)  -0.8202
C (6.951, -4.094, -0.249)  -0.7780
H (-4.944, 5.227, -5.141)  0.5125
Sb (-2.923, -0.111, 0.382)  0.8572
H (4.637, 0.450, 1.291)  -0.0215
C (7.251, -2.817, 0.202)  -0.3538
H (-2.906, 4.153, -6.099)  0.3710
H (-0.141, -1.465, -5.011)  0.4279
H (6.563, 0.998, -0.872)  0.4481
H (2.970, 2.548, -1.539)  -0.1860
C (1.073, 3.803, 1.686)  0.1581
H (-0.502, 3.923, 3.144)  0.4467
C (3.534, -0.727, -0.835)  -0.4082
H (2.271, 3.999, -2.247)  0.1790
H (-3.592, 1.145, 3.215)  0.3114
O (-5.759, 5.341, -1.384)  -0.6114
C (-2.122, 3.604, -4.175)  -0.3431
H (-3.598, 4.208, -1.198)  0.6472
F (-7.734, -0.080, 4.435)  -0.3735
H (-1.222, 3.135, -4.551)  0.5267
C (3.701, -0.966, 4.830)  -0.5738
H (4.696, 0.147, -2.414)  0.5632
H (0.700, -2.276, 5.696)  0.4840
H (-3.100, -5.010, -1.760)  0.4431
C (2.902, 3.633, -1.431)  -0.9674
C (3.276, -0.105, 3.828)  -1.0939
H (-5.231, 1.880, 0.050)  0.4622
H (4.004, 0.522, 3.331)  0.6432

---

In the order shown, the computed largest force on an atom values come out to 4.6 0.9 eV/Å.